Entry 1:
The following is a quantum chemistry calculation of a 2-piece molecular cluster, C4H5NO overall at a distorted geometry, from OMol25.

Its charge is 0. The value obtained for the highest occupied orbital energy is -9.553 eV. The energy relative to the best compared isomer or geometry (same formula, charge and spin) comes out at 3.5953 eV.

Last column: Löwdin charge in e.
Atoms and positions in Å:
C (-1.08, -0.62, 0.50)  -0.045
C (0.26, 0.07, 0.38)  -0.310
C (1.33, -0.50, -0.52)  -0.231
O (1.36, -1.46, -1.21)  0.133
C (0.28, 1.33, -0.43)  -0.353
N (-0.32, 2.23, -0.86)  0.193
H (-1.77, 0.02, 1.05)  0.088
H (-1.50, -0.81, -0.49)  0.095
H (-0.98, -1.56, 1.04)  0.087
H (0.70, 0.36, 1.34)  0.153
H (1.73, 0.95, -0.80)  0.188



Entry 2:
The following is a quantum chemistry calculation of one molecule with the formula C4H5NO at a distorted geometry, from OMol25.

Its charge is 0. The value obtained for the highest occupied orbital energy is -9.278 eV. The energy relative to the best compared isomer or geometry (same formula, charge and spin) comes out at 1.9383 eV. Its SMILES is N#CC/C=C\O.

Last column: Löwdin charge in e.
Atoms and positions in Å:
O (-1.77, 0.17, 1.14)  0.010
C (-1.63, -0.01, -0.19)  -0.197
C (-0.40, -0.31, -0.65)  -0.113
C (0.80, 0.46, -0.14)  -0.191
C (2.00, -0.28, 0.23)  -0.226
N (2.97, -0.85, 0.50)  0.133
H (-2.54, 0.12, -0.77)  0.125
H (-0.27, -0.87, -1.56)  0.099
H (-1.00, -0.37, 1.39)  0.109
H (0.53, 1.14, 0.68)  0.123
H (1.08, 1.12, -0.97)  0.126



Entry 3:
The following is a quantum chemistry calculation of one molecule with the formula C4H5NO, from OMol25.

Its charge is 0. The value obtained for the highest occupied orbital energy is -9.063 eV. The energy relative to the best compared isomer or geometry (same formula, charge and spin) comes out at 5.8446 eV.

Last column: Löwdin charge in e.
Atoms and positions in Å:
C (-0.98, -0.64, 0.59)  -0.120
C (0.38, 0.07, 0.59)  -0.214
C (1.26, 0.00, -0.46)  -0.122
O (0.96, 0.51, -1.65)  -0.041
C (-0.64, 1.58, -0.41)  0.056
N (-0.20, 1.32, -1.55)  -0.047
H (-1.75, -0.05, 1.07)  0.069
H (-1.32, -0.88, -0.42)  0.081
H (-0.85, -1.58, 1.13)  0.082
H (0.86, 0.05, 1.57)  0.115
H (2.28, -0.37, -0.45)  0.140



Entry 4:
The following is a quantum chemistry calculation of one molecule with the formula C4H5NO at a distorted geometry, from OMol25.

Its charge is 0. The value obtained for the highest occupied orbital energy is -9.320 eV. The energy relative to the best compared isomer or geometry (same formula, charge and spin) comes out at 0.9759 eV. Its SMILES is O=C1C=CCN1.

Last column: Löwdin charge in e.
Atoms and positions in Å:
O (0.52, 2.16, -1.27)  0.043
C (0.23, 1.13, -0.69)  -0.482
N (0.61, 0.81, 0.61)  0.074
C (0.20, -0.51, 0.98)  -0.202
C (-0.71, -0.90, -0.12)  -0.097
C (-0.56, -0.04, -1.15)  0.002
H (1.03, 1.50, 1.21)  0.150
H (0.04, -0.66, 2.04)  0.125
H (0.73, -1.49, 0.59)  0.163
H (-1.15, -1.88, -0.05)  0.114
H (-0.94, -0.13, -2.15)  0.109



Entry 5:
The following is a quantum chemistry calculation of one molecule with the formula C4H5NO at a distorted geometry, from OMol25.

Its charge is 0. The value obtained for the highest occupied orbital energy is -9.915 eV. The energy relative to the best compared isomer or geometry (same formula, charge and spin) comes out at 2.2827 eV. Its SMILES is C#CCNC=O.

Last column: Löwdin charge in e.
Atoms and positions in Å:
O (1.21, -2.18, 0.18)  -0.001
C (1.35, -1.35, -0.69)  -0.399
N (0.72, -0.19, -0.51)  0.033
C (-0.26, -0.11, 0.69)  -0.147
C (-1.10, 1.03, 0.47)  -0.152
C (-1.79, 1.99, 0.26)  0.121
H (1.90, -1.46, -1.66)  0.139
H (0.88, 0.42, -1.29)  0.123
H (-0.89, -1.01, 0.89)  0.136
H (0.39, 0.03, 1.56)  0.125
H (-2.40, 2.83, 0.09)  0.022



Entry 6:
The following is a quantum chemistry calculation of one molecule with the formula C4H5NO, from OMol25.

Its charge is 0. The value obtained for the highest occupied orbital energy is -8.100 eV. The energy relative to the best compared isomer or geometry (same formula, charge and spin) comes out at 1.0693 eV. Its SMILES is Nc1ccoc1.

Last column: Löwdin charge in e.
Atoms and positions in Å:
N (1.87, -0.21, -0.27)  0.075
C (0.50, 0.08, -0.13)  -0.335
C (-0.09, 1.19, 0.40)  -0.090
O (-1.43, 0.98, 0.57)  -0.013
C (-1.69, -0.24, 0.07)  -0.137
C (-0.57, -0.83, -0.43)  -0.024
H (2.40, 0.30, 0.43)  0.087
H (2.02, -1.20, -0.11)  0.085
H (0.23, 2.22, 0.39)  0.122
H (-2.71, -0.60, 0.15)  0.121
H (-0.52, -1.70, -1.07)  0.109



Entry 7:
The following is a quantum chemistry calculation of one molecule with the formula C4H5NO at a distorted geometry, from OMol25.

Its charge is 0. The value obtained for the highest occupied orbital energy is -10.479 eV. The energy relative to the best compared isomer or geometry (same formula, charge and spin) comes out at 0.7608 eV. Its SMILES is N#CCCC=O.

Last column: Löwdin charge in e.
Atoms and positions in Å:
O (-2.02, 1.32, -0.07)  0.061
C (-1.69, 0.23, -0.46)  -0.281
C (-0.37, -0.43, -0.20)  -0.162
C (0.79, 0.47, 0.22)  -0.168
C (2.00, -0.28, 0.58)  -0.229
N (2.96, -0.88, 0.83)  0.138
H (-2.41, -0.49, -0.90)  0.125
H (-0.08, -1.11, -1.01)  0.125
H (-0.77, -1.11, 0.57)  0.135
H (0.52, 1.13, 1.06)  0.125
H (1.07, 1.14, -0.60)  0.130



Entry 8:
The following is a quantum chemistry calculation of one molecule with the formula C4H5NO at a distorted geometry, from OMol25.

Its charge is 0. The value obtained for the highest occupied orbital energy is -9.571 eV. The energy relative to the best compared isomer or geometry (same formula, charge and spin) comes out at 3.3410 eV. Its SMILES is N#CC1(O)CC1.

Last column: Löwdin charge in e.
Atoms and positions in Å:
O (0.54, 0.41, 1.58)  0.035
C (0.22, -0.27, 0.40)  -0.546
C (-0.53, 0.51, -0.69)  -0.045
C (-1.22, -0.51, 0.26)  -0.015
C (1.38, -0.67, -0.35)  -0.157
N (2.23, -0.35, -1.08)  0.155
H (1.22, 1.07, 1.41)  0.116
H (0.04, 1.43, -0.77)  0.122
H (-0.52, 0.07, -1.68)  0.100
H (-1.81, -0.25, 1.14)  0.111
H (-1.54, -1.45, -0.23)  0.124



Entry 9:
The following is a quantum chemistry calculation of one molecule with the formula C4H5NO2, from OMol25.

Its charge is 0. The value obtained for the highest occupied orbital energy is -9.774 eV. The energy relative to the best compared isomer or geometry (same formula, charge and spin) comes out at 2.9510 eV. Its SMILES is O=C[C@H]1CN1C=O.

Last column: Löwdin charge in e.
Atoms and positions in Å:
O (-2.34, -0.81, -0.13)  0.049
C (-1.18, -1.15, -0.11)  -0.238
C (-0.28, -0.21, 0.79)  -0.151
C (1.12, 0.36, 0.99)  -0.044
N (0.19, 0.94, 0.04)  -0.021
C (0.31, 0.70, -1.32)  -0.266
O (-0.30, -0.16, -1.92)  0.055
H (-0.86, -2.06, -0.64)  0.125
H (-0.91, 0.04, 1.64)  0.130
H (2.07, -0.05, 0.67)  0.112
H (1.22, 1.01, 1.87)  0.111
H (0.96, 1.39, -1.87)  0.138



Entry 10:
The following is a quantum chemistry calculation of C4H5NO2 as an isolated structure at a distorted geometry, from OMol25.

Its charge is 0. The value obtained for the highest occupied orbital energy is -9.305 eV. The energy relative to the best compared isomer or geometry (same formula, charge and spin) comes out at 2.2973 eV.

Last column: Löwdin charge in e.
Atoms and positions in Å:
N (0.54, 1.26, 1.02)  0.105
C (0.15, 0.29, 0.07)  -0.317
C (-1.18, 0.10, -0.65)  0.004
C (-0.65, -1.00, 0.17)  -0.197
O (0.31, -1.79, -0.53)  0.079
C (1.15, -0.70, -0.55)  -0.402
O (2.32, -0.72, -0.76)  0.154
H (0.38, 2.23, 0.76)  0.084
H (1.50, 1.14, 1.32)  0.093
H (-2.15, 0.32, -0.21)  0.116
H (-1.21, 0.16, -1.73)  0.119
H (-1.13, -1.35, 1.07)  0.162